# C7H26N2P2PdS

C7H26N2P2PdS as an isolated structure (ωB97M-V/def2-TZVPD, the Open Molecules 2025 dataset).

The geometry in ORCA input format:
```
! wB97M-V def2-TZVPD RIJCOSX def2/J DEFGRID3
* xyz 0 3
H -3.11148 -1.93724 0.20912
H -0.51836 -2.38820 0.16018
C 1.44499 0.02701 2.86081
H 3.08274 -1.19497 3.51448
C -2.57858 1.53358 1.68267
H 3.13905 -1.67078 -2.75570
C 3.10660 0.87982 -1.16204
H -0.80476 -0.26099 -1.55047
S 1.08228 1.35938 1.91194
H 2.61856 -2.13335 -1.10343
H -4.50328 1.01741 -0.60298
P -2.32415 0.39752 0.32716
Pd -0.04929 1.18932 -0.30269
H 3.92687 0.77422 -1.85584
H 2.22466 0.55809 -4.05631
H -3.61216 1.57492 1.98873
H 3.39939 0.50811 -0.18466
H -4.18102 -0.96721 1.25998
C 2.28395 -1.67922 -2.04460
H 0.52080 0.12114 -3.86354
C -3.12378 -1.15210 0.97573
H 0.10626 -2.45048 -0.18066
H 1.07495 1.70443 -3.33087
H 0.88645 -1.02178 4.58853
H -2.25696 2.50452 1.33360
N 2.70350 -0.60695 2.72722
H 3.33444 -0.17549 2.13404
H -3.13971 1.88374 -1.34665
P 1.63214 0.04047 -1.73277
H 1.49519 -2.31145 -2.47422
C -3.48259 0.92169 -0.96394
H -0.97219 0.80410 -1.96500
H -1.94697 1.25549 2.52048
H -3.46526 0.21105 -1.78946
H -0.24123 0.08190 3.89374
H 2.84363 1.92382 -1.05426
N 0.63659 -0.45446 3.78695
C 1.35494 0.65436 -3.41250
H -2.58620 -1.52143 1.85723
*
```

The value obtained for the HOMO-LUMO gap (spin up / spin down) is 0.163 / 0.248 hartree. As for the largest force on an atom: 4.064 eV/A. The value obtained for the HOMO energy (spin up / spin down) is -4.2 / -6.5 eV. The energy relative to the best compared isomer or geometry (same formula, charge and spin) is 0.00 kJ/mol.